ORCA calculation (ωB97M-V/def2-TZVPD) on 2 unconnected molecules or ions with the total composition C3H8NO2S.

The value obtained for the LUMO energy is 3.30 eV. The value obtained for the total energy is -722.602018 hartree. The HOMO energy comes out at -0.151 hartree. As for the net charge: -1. The energy above the lowest of the compared OMol25 structures with the same formula, charge and spin comes out at 78.9 kJ/mol.

Last column: Mulliken charge in e.
Cartesian coordinates (Å):
C (1.2979, -1.1825, -0.8226)  -0.74
C (1.5022, -1.7650, 0.5674)  -0.40
S (1.5093, -0.3724, 1.7552)  -0.20
H (2.2240, -0.7288, -1.1779)  0.33
H (0.4913, -0.4508, -0.7778)  -0.02
H (1.0234, -1.9672, -1.5286)  0.30
H (0.6744, -2.4308, 0.8186)  0.26
H (2.4033, -2.3783, 0.6476)  0.38
H (1.7711, -1.0790, 2.8704)  0.06
N (-2.6218, 1.5623, -1.4573)  -0.56
C (-1.4641, 0.9776, -0.8462)  0.64
O (-0.4114, 1.6407, -0.9272)  -0.74
O (-1.6549, -0.1417, -0.3199)  -0.74
H (-3.4786, 1.2201, -1.0567)  0.22
H (-2.5657, 2.5650, -1.4211)  0.22

=====

ORCA calculation (ωB97M-V/def2-TZVPD) on a molecular structure, C43H32AsCl5F2OPRu.

Its multiplicity is 2. Its expectation value of S² is 0.757. The value obtained for the LUMO energy (spin up / spin down) is -0.45 / -0.87 eV. The value obtained for the total energy is -6905.725610 hartree. The HOMO energy (spin up / spin down) comes out at -0.293 / -0.291 hartree.

Last column: Mulliken charge in e.
Cartesian coordinates (Å):
Ru (0.2382, -0.0034, 0.0471)  -1.00
Cl (4.4936, 4.5051, -3.8504)  -0.20
C (3.2049, 3.7204, -3.0229)  0.31
C (3.3062, 2.3797, -2.6770)  -0.13
Cl (4.7101, 1.4717, -3.0834)  -0.19
C (2.2653, 1.7717, -1.9921)  0.63
Cl (2.3052, 0.0983, -1.5873)  -0.20
C (1.0992, 2.4480, -1.6058)  -0.70
O (0.1617, 1.8767, -0.9274)  -0.49
C (1.0071, 3.7978, -2.0039)  0.53
Cl (-0.4480, 4.6362, -1.6262)  -0.17
C (2.0388, 4.4194, -2.6898)  0.16
Cl (1.8881, 6.0722, -3.1365)  -0.19
C (-3.8300, -3.4362, 2.7194)  -0.57
C (-2.5059, -3.6631, 2.2926)  -1.25
C (-1.7943, -2.6741, 1.6743)  -0.22
C (-2.3530, -1.3929, 1.4233)  1.43
C (-1.6508, -0.3313, 0.7621)  -0.59
C (-2.3672, 0.8029, 0.4353)  0.06
C (-3.7155, 0.9909, 0.8092)  -1.11
C (-4.3648, 0.0288, 1.5176)  -0.97
C (-3.7085, -1.1908, 1.8134)  1.35
C (-4.4109, -2.2265, 2.4800)  -0.81
H (-4.3840, -4.2195, 3.2209)  0.40
H (-2.0472, -4.6326, 2.4436)  0.52
H (-0.7955, -2.8902, 1.3425)  0.31
H (-1.8984, 1.6030, -0.1236)  0.75
H (-4.2154, 1.9127, 0.5372)  0.44
H (-5.3907, 0.1635, 1.8391)  0.41
H (-5.4345, -2.0376, 2.7824)  0.39
F (0.7165, -2.7503, -0.3949)  -0.39
C (1.1651, -1.7755, 0.4807)  -0.63
F (1.0664, -2.3342, 1.7384)  -0.20
H (2.2406, -1.6634, 0.3022)  0.54
C (-0.0070, 0.0640, 3.5162)  -0.70
C (-1.3274, 0.7692, 3.7888)  -0.72
As (-1.8785, 0.8219, 5.6849)  0.20
C (-0.2482, 1.6974, 6.3301)  -0.11
C (0.9474, 1.0484, 6.6334)  0.15
C (2.0726, 1.7741, 7.0026)  -0.87
C (2.0180, 3.1595, 7.0726)  -0.35
C (0.8320, 3.8165, 6.7783)  -0.83
C (-0.2931, 3.0879, 6.4166)  -0.38
C (-1.5095, -1.0248, 6.1850)  0.03
C (-1.1073, -1.3436, 7.4799)  -0.40
C (-0.9414, -2.6670, 7.8624)  -0.61
C (-1.1837, -3.6897, 6.9544)  -0.71
C (-1.6009, -3.3812, 5.6679)  -0.41
C (-1.7685, -2.0569, 5.2862)  0.99
P (0.8718, 0.6948, 2.0512)  3.77
C (0.8945, 2.4790, 2.4202)  0.22
C (1.7573, 2.9257, 3.4256)  -0.75
C (1.7255, 4.2467, 3.8402)  -0.94
C (0.8334, 5.1367, 3.2582)  -0.78
C (-0.0369, 4.6971, 2.2735)  -1.01
C (-0.0142, 3.3714, 1.8603)  -0.17
C (2.6200, 0.2581, 2.3333)  0.37
C (3.5784, 0.8986, 1.5469)  -0.69
C (4.9210, 0.5918, 1.6871)  -0.89
C (5.3196, -0.3596, 2.6181)  -0.64
C (4.3743, -0.9990, 3.4038)  -0.89
C (3.0264, -0.6946, 3.2610)  -0.36
H (-0.1236, -1.0153, 3.4153)  0.82
H (0.6835, 0.2556, 4.3393)  0.15
H (-2.1458, 0.3467, 3.2147)  -0.63
H (-1.2756, 1.8288, 3.5256)  0.83
H (1.0028, -0.0332, 6.5914)  0.53
H (2.9939, 1.2544, 7.2364)  0.42
H (2.8950, 3.7234, 7.3644)  0.43
H (0.7794, 4.8968, 6.8352)  0.42
H (-1.2169, 3.6089, 6.1913)  0.41
H (-0.9171, -0.5540, 8.1983)  0.45
H (-0.6235, -2.8991, 8.8712)  0.40
H (-1.0516, -4.7225, 7.2507)  0.39
H (-1.7986, -4.1700, 4.9522)  0.33
H (-2.1080, -1.8413, 4.2766)  -0.44
H (2.4512, 2.2389, 3.8965)  0.31
H (2.3981, 4.5776, 4.6215)  0.62
H (0.8146, 6.1715, 3.5759)  0.43
H (-0.7366, 5.3852, 1.8177)  0.47
H (-0.6944, 3.0417, 1.0966)  0.57
H (3.2716, 1.6553, 0.8361)  0.55
H (5.6567, 1.0947, 1.0740)  0.47
H (6.3688, -0.6024, 2.7276)  0.40
H (4.6820, -1.7428, 4.1273)  0.46
H (2.2955, -1.2156, 3.8655)  0.45